C24H22N3O2SSm as an isolated structure, computed with wB97M-V/def2-TZVPD.

Structure (XYZ):
```
53
Properties=species:S:1:pos:R:3:forces:R:3:mulliken_spin:R:1
Sm 0.52273 1.11020 -0.92977 -0.026 0.219 -0.270 5.06
C -3.38156 -2.76811 -2.67763 -0.002 -0.085 -0.044 0.00
C -2.26925 -3.40061 -3.23148 0.064 0.031 0.003 0.00
C -1.02548 -2.80150 -3.17236 -0.202 -0.016 0.056 0.00
C -0.91276 -1.56553 -2.53603 0.517 0.011 -0.138 -0.01
C -2.00911 -0.93573 -1.96089 -0.211 -0.052 -0.036 0.00
C -3.25508 -1.54108 -2.04599 0.055 0.053 0.064 0.00
N 0.33432 -0.86893 -2.46355 -0.389 -0.290 -0.086 -0.01
N 1.28069 -1.33461 -3.11825 0.182 0.316 0.092 0.00
C 2.48732 -0.56988 -3.04860 -0.243 -0.293 -0.084 -0.01
C 3.55479 -1.07925 -3.75671 0.107 0.142 0.035 0.00
C 4.74793 -0.36343 -3.74823 -0.032 -0.038 -0.017 0.00
C 4.81149 0.82078 -3.03619 0.026 -0.004 -0.014 0.00
C 3.68640 1.25094 -2.35074 -0.100 0.030 0.057 0.00
N 2.52934 0.57615 -2.34459 0.198 -0.061 -0.172 0.00
H -4.35149 -3.24185 -2.74895 -0.010 0.018 0.013 0.00
H -2.37820 -4.35855 -3.72083 -0.021 -0.001 0.003 0.00
H -0.15724 -3.27123 -3.60990 0.011 0.005 0.001 0.00
H -1.93688 0.03406 -1.47175 0.036 -0.001 -0.062 -0.01
H -4.12338 -1.05225 -1.62561 0.000 0.002 0.000 0.00
H 3.43790 -2.00553 -4.29955 -0.011 -0.006 -0.003 0.00
H 5.60724 -0.72755 -4.29482 0.005 0.007 0.004 0.00
H 5.71352 1.41463 -3.00681 0.003 -0.003 0.001 0.00
H 3.71559 2.17636 -1.78638 -0.008 -0.001 0.006 0.00
C -2.07167 3.10834 -1.68415 0.014 -0.004 0.085 0.00
O -1.10236 2.29785 -1.02845 0.143 -0.083 -0.377 -0.02
H -1.67764 4.11214 -1.83997 -0.034 0.010 0.018 0.00
H -2.97489 3.17133 -1.07730 0.015 0.012 0.017 0.00
H -2.32538 2.67118 -2.65155 -0.044 0.044 0.002 0.00
O 1.15878 1.86811 1.08107 -0.324 0.101 0.377 -0.01
S -0.12996 1.91948 1.96665 0.209 0.133 -0.017 0.00
C 0.37836 1.73594 3.63190 0.178 -0.113 0.037 0.00
C 1.39654 0.86048 4.00558 -0.060 0.030 0.007 0.00
C 1.73182 0.77997 5.34175 -0.032 0.029 0.050 0.00
C 1.04891 1.55519 6.27970 0.057 -0.056 0.007 0.00
C 0.04245 2.42259 5.89195 -0.037 0.045 -0.033 0.00
C -0.29639 2.53022 4.54903 0.012 -0.011 0.054 0.00
C -0.82999 0.31179 1.58486 -0.158 0.013 0.310 -0.01
C -0.01038 -0.74665 1.19237 0.065 -0.129 0.155 0.01
C -0.56012 -2.01637 1.03479 -0.020 0.128 -0.091 0.00
C -1.91417 -2.20764 1.26382 -0.009 -0.036 -0.010 0.00
C -2.72530 -1.14020 1.63323 -0.056 0.016 0.000 0.00
C -2.19336 0.13046 1.79037 0.107 -0.044 -0.085 0.00
H 1.92478 0.27350 3.26628 0.004 0.000 -0.004 0.00
H 2.52249 0.11754 5.66557 0.007 -0.004 -0.019 0.00
H 1.31728 1.48226 7.32507 0.001 -0.002 -0.002 0.00
H -0.46924 3.02743 6.62730 -0.005 0.004 -0.007 0.00
H -1.06431 3.22160 4.22552 -0.002 0.007 -0.007 0.00
H 1.06618 -0.60749 1.11575 0.032 -0.048 0.097 -0.01
H 0.07374 -2.84604 0.75142 -0.010 -0.014 0.009 0.00
H -2.34356 -3.19456 1.15614 0.003 -0.003 -0.002 0.00
H -3.78129 -1.30017 1.80589 0.001 -0.007 0.000 0.00
H -2.82017 0.96425 2.08100 -0.004 -0.001 0.019 0.00
```
Positions in Å, forces in eV/Å.

The expectation value of S² is 8.7592. Its charge is +2. For the HOMO-LUMO gap (alpha / beta), the calculation gives 0.2761 / 0.2767 hartree. Its energy relative to the best compared isomer or geometry (same formula, charge and spin) is 0.0 kJ/mol. As for the spin multiplicity: 6.



A 5-piece molecular cluster, C30H73N5O11S2 overall at a distorted geometry, computed with wB97M-V/def2-TZVPD.

Structure (XYZ):
```
121
Properties=species:S:1:pos:R:3:forces:R:3:lowdin_charge:R:1
C -2.63957 2.99984 -1.07025 -0.123 -0.397 -0.134 -0.09
O -3.16598 2.56912 0.16896 0.064 0.249 0.072 -0.17
C -2.22430 1.76297 0.83529 -0.225 -0.023 0.057 -0.26
C -2.73154 1.37708 2.20492 0.203 0.141 0.006 -0.15
C -1.84170 0.33548 2.89169 -0.771 0.279 -0.167 -0.17
C -0.37092 0.64045 2.70793 -0.404 -0.526 -0.169 -0.17
C 0.61752 -0.22730 3.49009 -0.198 0.063 0.669 -0.37
C 2.00791 0.41159 3.41621 0.008 0.018 -0.612 -0.14
C 2.57096 0.62873 1.99391 0.446 0.063 0.599 -0.19
C 3.29076 1.97546 1.84555 -0.811 -0.891 0.397 -0.20
S 2.25657 3.34654 1.39062 1.207 0.555 -1.153 0.57
O 3.10759 4.44975 1.14555 0.841 0.812 0.551 -0.26
O 1.43063 2.98540 0.28509 -1.123 -0.770 0.287 -0.27
O 1.35833 3.71839 2.65672 -0.466 -0.590 -0.212 -0.15
C 0.20958 -0.49262 4.96752 0.699 -0.218 0.308 -0.26
C 0.36717 0.70094 5.91267 -0.496 0.221 -0.313 -0.15
C -0.66386 1.81165 5.79256 -0.368 0.009 0.830 -0.25
N -2.02576 1.34354 6.17127 0.121 0.552 -0.490 0.01
C 1.01865 -1.64022 5.60977 -0.483 0.046 -0.416 -0.12
C 0.98852 -2.96220 4.83166 0.299 -0.247 1.071 -0.19
O 0.11337 -2.93134 3.69478 0.200 0.927 -0.113 -0.21
S 0.65631 -1.84621 2.65228 0.473 -0.973 -1.871 0.69
O 2.00129 -2.20043 2.31162 0.809 0.117 0.835 -0.25
O -0.21160 -1.89333 1.51995 -1.036 0.221 0.346 -0.25
H -3.36063 3.63101 -1.57285 -0.198 0.202 0.089 0.07
H -1.68999 3.51946 -0.94483 0.124 0.183 0.070 0.09
H -2.46150 2.13283 -1.71227 0.102 -0.103 -0.125 0.09
H -2.03155 0.86319 0.24022 0.153 -0.143 -0.081 0.14
H -1.28182 2.30789 0.93776 0.202 0.067 -0.205 0.10
H -3.73798 0.98992 2.10223 -0.267 -0.084 0.060 0.12
H -2.78887 2.27363 2.82325 -0.069 0.222 0.044 0.11
H -2.14994 0.29635 3.92879 0.125 -0.086 0.263 0.09
H -2.10753 -0.62352 2.46483 0.260 -0.351 -0.051 0.10
H -0.17396 1.67918 2.92192 0.139 0.336 0.353 0.09
H -0.17092 0.52597 1.65068 0.251 -0.001 -0.240 0.10
H 2.71798 -0.14619 4.01476 0.175 -0.240 0.042 0.13
H 1.93577 1.38381 3.88879 -0.274 0.222 0.164 0.10
H 1.85261 0.47081 1.19923 -0.140 0.087 -0.176 0.09
H 3.34876 -0.10661 1.83776 0.026 -0.319 -0.170 0.11
H 3.85036 2.18729 2.74977 0.032 0.432 0.128 0.12
H 3.99693 1.87047 1.03469 0.100 0.476 -0.396 0.11
H 0.43450 3.62983 2.35121 0.207 0.083 0.238 0.09
H -0.82189 -0.81627 5.02202 -0.335 0.078 -0.227 0.13
H 1.35539 1.15073 5.87538 0.261 -0.121 -0.123 0.11
H 0.25209 0.30665 6.91721 0.016 -0.069 0.262 0.12
H -0.67759 2.30385 4.82864 0.055 -0.068 -0.295 0.09
H -0.37520 2.57604 6.50971 0.213 0.249 0.003 0.11
H -2.65833 1.67280 5.44842 -0.160 -0.288 0.028 0.05
H -2.32181 1.87283 6.98393 0.027 -0.228 0.145 0.07
H 0.53612 -1.81652 6.56146 0.058 0.012 0.360 0.12
H 2.03702 -1.32511 5.80848 0.240 0.004 -0.012 0.12
H 1.98844 -3.27262 4.55931 0.134 0.007 -0.507 0.12
H 0.61376 -3.73943 5.48229 -0.354 -0.239 -0.071 0.13
C -4.52520 -3.85897 3.86346 -0.133 0.164 -0.019 -0.11
O -4.21895 -3.00023 2.78364 0.033 -0.043 0.003 -0.19
C -3.10908 -3.39224 1.99066 0.116 0.061 -0.078 -0.21
C -3.38656 -4.52601 0.99507 -0.275 -0.048 0.160 -0.42
C -3.50442 -5.90836 1.63151 0.148 -0.112 -0.052 -0.07
N -4.58918 -4.27288 0.19329 0.080 0.173 0.000 0.04
H -3.61961 -4.27071 4.31978 0.010 -0.057 -0.035 0.09
H -5.18643 -4.67034 3.55170 0.086 -0.111 0.061 0.07
H -5.05626 -3.27011 4.61171 0.040 0.048 -0.013 0.09
H -2.83692 -2.50244 1.41999 -0.031 0.008 -0.004 0.10
H -2.24938 -3.62869 2.62973 -0.032 -0.083 0.034 0.11
H -2.53096 -4.55613 0.31440 0.025 0.099 0.008 0.14
H -4.47822 -6.07002 2.09152 -0.021 0.071 0.024 0.06
H -3.38370 -6.67697 0.86833 -0.032 0.011 -0.019 0.07
H -2.73321 -6.06322 2.38878 -0.010 0.009 0.014 0.08
H -4.46312 -3.41307 -0.33331 0.027 -0.066 -0.080 0.07
H -5.34869 -4.06072 0.83533 -0.024 -0.090 -0.010 0.07
C -4.30921 5.69848 -4.07159 0.180 -0.146 0.121 -0.10
O -5.02732 4.69667 -3.37523 0.003 0.066 -0.086 -0.20
C -6.40311 4.61027 -3.69365 -0.214 -0.054 0.137 -0.21
C -6.72925 3.90463 -5.01783 0.322 0.033 -0.085 -0.43
C -6.42905 4.73321 -6.26390 -0.160 0.049 -0.087 -0.07
N -6.04658 2.61203 -5.13409 -0.052 0.008 0.203 0.04
H -4.91431 6.59622 -4.22591 -0.029 -0.013 -0.049 0.09
H -3.93896 5.32735 -5.02933 -0.071 0.115 -0.086 0.08
H -3.44157 5.96057 -3.46598 -0.044 0.006 0.062 0.09
H -6.84448 4.02255 -2.88502 0.050 -0.016 0.022 0.12
H -6.86428 5.60655 -3.65037 0.039 0.030 -0.113 0.12
H -7.80631 3.71299 -5.00981 -0.009 -0.008 0.093 0.13
H -5.37036 4.72778 -6.51820 0.037 -0.006 0.070 0.06
H -6.96187 4.31817 -7.11899 0.020 -0.036 0.001 0.08
H -6.74996 5.76926 -6.13923 0.018 0.006 0.006 0.08
H -6.34239 2.00771 -4.37263 -0.065 -0.045 -0.078 0.07
H -5.05746 2.76770 -4.95661 0.010 0.000 -0.107 0.07
C 1.41767 0.74497 -2.18152 0.139 0.148 0.103 -0.09
O 1.64133 -0.23137 -1.17758 -0.054 0.014 -0.059 -0.20
C 1.15092 -1.52719 -1.47734 -0.071 -0.208 0.194 -0.20
C 2.01335 -2.34111 -2.44854 0.097 0.309 -0.172 -0.42
C 1.91997 -1.89459 -3.90565 -0.026 -0.144 -0.103 -0.07
N 3.42421 -2.34723 -2.04568 0.049 0.041 0.134 0.05
H 0.45067 0.59929 -2.67296 0.020 -0.062 -0.046 0.09
H 2.21788 0.73802 -2.92568 -0.109 -0.031 -0.107 0.08
H 1.42149 1.71935 -1.69797 -0.035 -0.031 0.059 0.06
H 1.13270 -2.05268 -0.52203 0.018 0.045 0.024 0.10
H 0.11010 -1.46635 -1.82394 0.029 0.040 -0.110 0.13
H 1.64769 -3.37089 -2.40265 -0.019 -0.002 0.101 0.14
H 2.52049 -1.00771 -4.10672 -0.020 0.033 0.059 0.06
H 2.29289 -2.68419 -4.55865 0.031 0.001 0.014 0.08
H 0.88755 -1.68396 -4.19041 0.001 0.023 0.004 0.08
H 3.50486 -2.76014 -1.12022 0.019 -0.094 -0.053 0.07
H 3.70186 -1.37785 -1.90626 -0.014 0.010 -0.044 0.07
C 8.86890 -2.95563 -5.04224 -0.133 -0.152 -0.063 -0.11
O 7.72657 -3.05512 -4.21523 0.062 0.060 -0.028 -0.19
C 7.57574 -2.02219 -3.26129 -0.069 0.014 0.262 -0.21
C 7.03492 -0.69379 -3.81038 0.084 -0.118 -0.309 -0.43
C 8.04865 0.11131 -4.61934 0.045 0.166 0.101 -0.07
N 5.82805 -0.88787 -4.61774 -0.124 -0.113 0.183 0.05
H 9.73072 -2.56225 -4.49467 -0.004 0.063 -0.010 0.09
H 8.67167 -2.33643 -5.92012 0.123 0.086 0.021 0.07
H 9.10776 -3.95922 -5.39370 -0.017 -0.023 0.058 0.09
H 6.84878 -2.40467 -2.54084 -0.033 -0.047 -0.053 0.12
H 8.51852 -1.87108 -2.71600 0.048 0.071 -0.092 0.12
H 6.76043 -0.08620 -2.94208 -0.013 -0.077 0.063 0.13
H 8.16082 -0.26787 -5.63388 -0.014 -0.079 0.008 0.06
H 7.71520 1.14557 -4.70312 -0.033 -0.010 -0.024 0.07
H 9.02973 0.11289 -4.13976 0.006 -0.016 -0.013 0.08
H 5.10863 -1.31663 -4.03868 -0.007 0.026 0.000 0.04
H 6.03551 -1.59976 -5.31349 0.011 0.075 -0.069 0.07
```
Positions in Å, forces in eV/Å.

Its SMILES is COCCCC[C@@]1(CCCS(=O)(=O)O)[C@H](CCN)CCOS1(=O)=O.COC[C@@H](C)N.COC[C@@H](C)N.COC[C@@H](C)N.COC[C@@H](C)N. For the HOMO-LUMO gap, the calculation gives 0.3375 hartree. As for the spin multiplicity: 1.



no.,total energy (Eh)
1,-2298.1580
2,-3084.5269